{"formula": "C107H219N13O11", "method": "ωB97M-V/def2-TZVPD", "symbols": ["N", "C", "C", "C", "C", "H", "H", "H", "H", "H", "N", "C", "C", "C", "C", "H", "H", "H", "H", "H", "C", "C", "C", "C", "C", "C", "N", "O", "C", "C", "C", "H", "H", "H", "H", "H", "H", "H", "H", "H", "H", "H", "H", "H", "H", "H", "H", "H", "H", "H", "C", "C", "C", "C", "C", "C", "N", "O", "C", "C", "C", "H", "H", "H", "H", "H", "H", "H", "H", "H", "H", "H", "H", "H", "H", "H", "H", "H", "H", "H", "C", "C", "C", "C", "C", "C", "N", "O", "C", "C", "C", "H", "H", "H", "H", "H", "H", "H", "H", "H", "H", "H", "H", "H", "H", "H", "H", "H", "H", "H", "C", "C", "C", "C", "C", "C", "N", "O", "C", "C", "C", "H", "H", "H", "H", "H", "H", "H", "H", "H", "H", "H", "H", "H", "H", "H", "H", "H", "H", "H", "C", "C", "C", "C", "C", "C", "N", "O", "C", "C", "C", "H", "H", "H", "H", "H", "H", "H", "H", "H", "H", "H", "H", "H", "H", "H", "H", "H", "H", "H", "C", "C", "C", "C", "C", "C", "N", "O", "C", "C", "C", "H", "H", "H", "H", "H", "H", "H", "H", "H", "H", "H", "H", "H", "H", "H", "H", "H", "H", "H", "C", "C", "C", "C", "C", "C", "N", "O", "C", "C", "C", "H", "H", "H", "H", "H", "H", "H", "H", "H", "H", "H", "H", "H", "H", "H", "H", "H", "H", "H", "C", "C", "C", "C", "C", "C", "N", "O", "C", "C", "C", "H", "H", "H", "H", "H", "H", "H", "H", "H", "H", "H", "H", "H", "H", "H", "H", "H", "H", "H", "C", "C", "C", "C", "C", "C", "N", "O", "C", "C", "C", "H", "H", "H", "H", "H", "H", "H", "H", "H", "H", "H", "H", "H", "H", "H", "H", "H", "H", "H", "C", "C", "C", "C", "C", "C", "N", "O", "C", "C", "C", "H", "H", "H", "H", "H", "H", "H", "H", "H", "H", "H", "H", "H", "H", "H", "H", "H", "H", "H", "C", "C", "C", "C", "C", "C", "N", "O", "C", "C", "C", "H", "H", "H", "H", "H", "H", "H", "H", "H", "H", "H", "H", "H", "H", "H", "H", "H", "H", "H"], "coordinates": [[4.1613, -1.2124, 6.9192], [2.8143, -1.2645, 7.1594], [2.1260, -0.5858, 6.1524], [3.0703, -0.0832, 5.2812], [4.3278, -0.5469, 5.7642], [4.8475, -1.8143, 7.3515], [2.3065, -1.9206, 7.8508], [1.0571, -0.7163, 6.0688], [2.8350, 0.5886, 4.4689], [5.3230, -0.3548, 5.3912], [-4.5661, 0.8328, -4.3223], [-3.3476, 0.3806, -3.9220], [-3.0101, -0.6959, -4.8508], [-4.0815, -0.7743, -5.7461], [-5.0734, 0.0978, -5.3663], [-5.0720, 1.4826, -3.7376], [-2.8326, 0.6189, -3.0031], [-2.1563, -1.3508, -4.9430], [-4.2219, -1.4061, -6.6106], [-6.0308, 0.3316, -5.8079], [-4.7773, -5.1937, 6.0038], [-4.5860, -4.2210, 4.7952], [-3.7451, -3.0873, 5.4497], [-2.9664, -2.2041, 4.3850], [-2.1220, -3.2182, 3.6169], [-2.9593, -4.2395, 2.7797], [-3.9271, -4.9573, 3.6638], [-4.7824, -5.7578, 2.9671], [-3.6164, -3.4132, 1.6426], [-1.8830, -5.2359, 2.1901], [-6.0474, -3.7764, 4.4082], [-3.9020, -5.7132, 6.3938], [-5.4552, -5.9687, 5.6462], [-5.2295, -4.7235, 6.8770], [-4.3520, -2.3438, 5.9663], [-3.0402, -3.4015, 6.2194], [-2.3455, -1.5520, 4.9994], [-3.6956, -1.6679, 3.7778], [-1.6078, -3.7786, 4.3977], [-1.3433, -2.7962, 2.9816], [-2.9506, -2.6591, 1.2228], [-4.0122, -4.0755, 0.8727], [-4.4714, -2.8161, 1.9599], [-1.0831, -4.7895, 1.5992], [-1.4688, -5.7805, 3.0386], [-2.2924, -6.0243, 1.5585], [-6.2100, -3.2776, 3.4528], [-6.4744, -2.9675, 5.0010], [-6.8452, -4.5109, 4.5186], [-4.7024, -6.6205, 3.3806], [5.1411, -8.0447, 3.5253], [5.0509, -6.5475, 3.2611], [5.5156, -6.3139, 1.7668], [5.1617, -5.0013, 1.2458], [3.7333, -4.5188, 1.5410], [3.3472, -4.5426, 3.0361], [3.6701, -5.9652, 3.4785], [3.0946, -6.3847, 4.6035], [4.1198, -3.4517, 3.8659], [1.8712, -4.2874, 3.0820], [6.0744, -5.9785, 4.1409], [4.8462, -8.2757, 4.5489], [6.0272, -8.6292, 3.2778], [4.2939, -8.3669, 2.9197], [6.5996, -6.3327, 1.6538], [5.1282, -7.1299, 1.1568], [5.2769, -4.9396, 0.1636], [5.8449, -4.2381, 1.6185], [2.9898, -5.0133, 0.9158], [3.7499, -3.4675, 1.2537], [3.4096, -2.6320, 3.9736], [4.3202, -3.8364, 4.8659], [5.0408, -3.0955, 3.4043], [1.5409, -4.4175, 4.1126], [1.6288, -3.2961, 2.6992], [1.3606, -5.0281, 2.4666], [5.9036, -6.2393, 5.1854], [6.0702, -4.8953, 4.0191], [7.0931, -6.3111, 3.9415], [2.5032, -7.0607, 4.2647], [2.8986, 8.1826, 3.6210], [3.6986, 7.0714, 4.3734], [3.6610, 7.4986, 5.8395], [2.3501, 7.2461, 6.5952], [2.1164, 5.7229, 6.4164], [2.0995, 5.0764, 5.0236], [3.2719, 5.6656, 4.2323], [3.3561, 5.1192, 2.9836], [2.2974, 3.4816, 5.1721], [0.7446, 5.4083, 4.3622], [5.2207, 7.1510, 4.0050], [1.9174, 8.2076, 4.0951], [2.7466, 7.9053, 2.5779], [3.2677, 9.1947, 3.7868], [4.4901, 7.1132, 6.4329], [3.6683, 8.5864, 5.9093], [1.5157, 7.8495, 6.2377], [2.5384, 7.4991, 7.6386], [1.1784, 5.4198, 6.8814], [2.8686, 5.2348, 7.0361], [1.6873, 3.0584, 5.9701], [2.1112, 2.9678, 4.2290], [3.3461, 3.2623, 5.3731], [-0.0872, 5.0274, 4.9548], [0.5180, 6.4623, 4.2015], [0.7085, 5.0934, 3.3193], [5.4606, 8.0358, 3.4153], [5.5245, 6.3185, 3.3703], [5.9129, 7.0482, 4.8407], [2.5044, 5.4145, 2.6533], [-7.9231, 1.7065, -3.3569], [-7.1319, 2.2663, -2.1109], [-6.6634, 0.9750, -1.4996], [-5.8249, 1.1071, -0.3025], [-4.5884, 1.8811, -0.7614], [-4.8611, 3.2863, -1.4490], [-5.9051, 3.0628, -2.4848], [-6.2580, 4.1524, -3.2604], [-5.2650, 4.3757, -0.4255], [-3.5605, 3.6716, -2.1915], [-8.1504, 3.0569, -1.2265], [-8.3072, 2.5540, -3.9246], [-8.8816, 1.2059, -3.2203], [-7.3769, 1.1646, -4.1291], [-7.5454, 0.3806, -1.2610], [-6.1457, 0.3442, -2.2222], [-5.4539, 0.1289, 0.0033], [-6.3088, 1.6605, 0.5023], [-3.9564, 1.1584, -1.2774], [-3.9397, 2.0039, 0.1059], [-4.7095, 5.3001, -0.5837], [-6.3153, 4.6673, -0.4239], [-4.9150, 4.0727, 0.5613], [-3.7329, 4.4424, -2.9428], [-2.6500, 3.8129, -1.6092], [-3.4021, 2.8820, -2.9260], [-9.0627, 2.4702, -1.1189], [-8.5718, 3.9613, -1.6653], [-7.8005, 3.2830, -0.2192], [-6.1263, 3.7840, -4.1370], [-2.7638, 3.8344, 3.0480], [-2.9420, 3.1456, 4.4200], [-1.6398, 2.3244, 4.7456], [-1.2447, 1.9273, 6.1971], [-1.3723, 3.2098, 7.0457], [-2.7410, 3.9600, 6.9426], [-3.0866, 4.1842, 5.4893], [-4.2628, 4.9793, 5.3491], [-3.8362, 3.1915, 7.6822], [-2.6512, 5.3646, 7.6495], [-4.2152, 2.2704, 4.2036], [-2.5057, 3.1645, 2.2278], [-1.9025, 4.4929, 3.1602], [-3.5923, 4.3646, 2.5783], [-1.6997, 1.4039, 4.1649], [-0.7845, 2.9179, 4.4227], [-0.2783, 1.4348, 6.3046], [-1.8852, 1.1500, 6.6139], [-0.5119, 3.8407, 6.8228], [-1.1816, 2.9560, 8.0885], [-4.8282, 3.6273, 7.5634], [-4.0133, 2.1761, 7.3275], [-3.6570, 3.2069, 8.7573], [-1.8555, 5.9674, 7.2117], [-3.6337, 5.8220, 7.7654], [-2.3871, 5.3460, 8.7068], [-4.6065, 1.7993, 5.1052], [-3.9032, 1.4753, 3.5265], [-5.0399, 2.8305, 3.7630], [-3.9781, 5.8213, 4.9862], [-4.6673, -7.1677, -3.0183], [-4.5462, -6.3550, -1.7835], [-3.0926, -6.0940, -1.5030], [-2.3735, -5.0542, -2.3556], [-3.1254, -3.7302, -2.1449], [-4.6884, -3.8421, -2.3585], [-5.2622, -5.0547, -1.7087], [-6.6135, -5.1795, -2.0224], [-5.2975, -2.5419, -1.7643], [-4.8027, -3.8794, -3.9222], [-5.0391, -7.2184, -0.5882], [-3.7239, -7.3302, -3.5396], [-5.4207, -6.7329, -3.6751], [-5.0027, -8.1890, -2.8380], [-2.9912, -5.8999, -0.4353], [-2.5543, -7.0263, -1.6734], [-2.2997, -5.2560, -3.4242], [-1.4132, -4.9926, -1.8436], [-2.7453, -3.0073, -2.8667], [-2.9495, -3.3182, -1.1512], [-5.1235, -1.6507, -2.3674], [-6.3777, -2.6878, -1.7565], [-5.0254, -2.3321, -0.7298], [-4.5411, -2.9113, -4.3493], [-4.2213, -4.7029, -4.3367], [-5.7847, -4.1748, -4.2917], [-4.5756, -8.2016, -0.5076], [-6.1114, -7.4107, -0.6219], [-4.9404, -6.7021, 0.3667], [-7.0911, -5.1229, -1.1916], [1.8210, 5.6223, -0.2806], [0.3673, 5.7159, -0.7688], [0.0740, 7.2188, -1.0237], [0.6856, 7.7107, -2.3817], [0.2170, 6.8953, -3.5216], [0.3121, 5.3459, -3.3093], [0.0517, 4.9050, -1.8978], [0.2050, 3.5901, -1.7094], [-0.7437, 4.6160, -4.2269], [1.7106, 4.8634, -3.7046], [-0.6815, 5.4534, 0.2998], [2.0822, 4.6391, 0.1107], [1.9924, 6.3123, 0.5456], [2.6115, 5.8705, -0.9890], [-0.9252, 7.6236, -0.8632], [0.6262, 7.8695, -0.3456], [1.7716, 7.6175, -2.3766], [0.3983, 8.7555, -2.4994], [0.8873, 7.0162, -4.3726], [-0.7308, 7.1595, -3.9906], [-1.7976, 4.8103, -4.0279], [-0.7133, 4.9457, -5.2654], [-0.5899, 3.5386, -4.1671], [1.9081, 4.8061, -4.7750], [2.4846, 5.4330, -3.1902], [1.9286, 3.8087, -3.5366], [-0.5865, 4.4176, 0.6259], [-1.7000, 5.5935, -0.0625], [-0.5719, 6.0345, 1.2154], [1.1643, 3.5763, -1.6739], [2.5781, -0.4946, -8.5540], [1.3855, 0.2991, -7.9729], [2.1202, 1.3503, -7.0495], [1.0828, 2.2874, -6.4654], [0.2194, 2.9476, -7.5800], [-0.2821, 2.0360, -8.7683], [0.7011, 0.9730, -9.0832], [0.2104, 0.1022, -10.1244], [-1.6648, 1.4970, -8.2829], [-0.4886, 2.9102, -10.0137], [0.5524, -0.6856, -7.1680], [3.0299, 0.0333, -9.3939], [2.1705, -1.3945, -9.0145], [3.2844, -0.9739, -7.8762], [2.7422, 0.8841, -6.2854], [2.8565, 1.9300, -7.6062], [1.7143, 2.9939, -5.9267], [0.3917, 1.7716, -5.7988], [0.7128, 3.8750, -7.8712], [-0.6436, 3.3201, -7.0281], [-2.4233, 2.2673, -8.4217], [-1.9749, 0.5129, -8.6344], [-1.6719, 1.2862, -7.2135], [-0.9261, 3.8757, -9.7598], [0.4679, 3.1803, -10.4612], [-1.0568, 2.5068, -10.8519], [0.2048, -1.4489, -7.8643], [-0.3153, -0.2258, -6.6950], [1.1342, -1.2392, -6.4310], [0.8200, 0.2886, -10.8422], [7.8300, 1.1610, 1.7084], [6.5320, 1.9350, 1.8243], [6.5906, 3.3371, 2.4111], [7.0474, 4.4328, 1.4018], [5.9863, 4.4482, 0.2768], [5.8818, 3.0710, -0.4788], [5.6984, 1.9606, 0.5583], [5.5340, 0.7763, 0.0008], [4.6843, 3.2076, -1.5097], [7.2021, 2.8802, -1.3403], [5.7068, 1.0959, 2.8659], [7.8801, 0.4994, 0.8436], [8.7326, 1.7292, 1.4837], [8.1291, 0.5325, 2.5472], [5.6085, 3.5479, 2.8345], [7.3752, 3.4836, 3.1534], [7.1511, 5.4057, 1.8822], [8.0354, 4.2640, 0.9733], [6.2601, 5.2609, -0.3960], [5.0255, 4.8017, 0.6510], [3.6901, 3.4421, -1.1292], [4.5819, 2.2692, -2.0546], [4.8851, 3.9601, -2.2723], [7.0016, 2.1106, -2.0858], [8.1039, 2.6572, -0.7701], [7.3360, 3.8111, -1.8912], [5.8045, 1.2662, 3.9381], [4.7081, 1.5302, 2.9121], [5.6630, 0.0416, 2.5931], [4.5890, 0.6797, 0.1399], [1.5164, -8.0840, -5.8018], [2.6197, -7.1273, -5.3638], [2.2394, -5.7034, -5.7614], [1.1426, -5.0632, -4.9019], [1.5952, -5.1507, -3.4314], [1.9440, -6.5943, -2.9643], [2.8468, -7.2192, -3.9288], [3.2215, -8.5142, -3.5303], [2.7411, -6.4117, -1.6006], [0.6173, -7.2469, -2.6929], [3.9644, -7.5142, -6.0681], [1.5233, -8.3758, -6.8520], [0.4806, -7.8121, -5.5987], [1.6102, -9.0575, -5.3206], [3.1838, -5.1603, -5.7969], [2.0053, -5.6334, -6.8236], [0.2195, -5.6213, -5.0584], [0.9379, -4.0535, -5.2577], [0.7408, -4.7077, -2.9198], [2.5140, -4.5736, -3.3274], [3.7469, -5.9940, -1.6446], [2.1054, -5.7839, -0.9763], [2.9114, -7.4232, -1.2319], [0.0181, -6.8303, -1.8832], [-0.1148, -7.2091, -3.4995], [0.8561, -8.2851, -2.4622], [4.8162, -7.0552, -5.5664], [3.9719, -7.0651, -7.0613], [4.0750, -8.5985, -6.0560], [4.1748, -8.4031, -3.5531], [0.7137, 0.2260, -2.9728], [0.5449, -0.5076, -1.6185], [1.9636, -1.0878, -1.2480], [2.2667, -1.3568, 0.2226], [1.9102, -0.1298, 1.0919], [0.3739, 0.3608, 0.8162], [0.2157, 0.5186, -0.6555], [-1.0216, 1.1727, -0.9291], [-0.5383, -0.6414, 1.5239], [0.2479, 1.7612, 1.5693], [-0.4579, -1.6974, -1.8604], [1.4331, -0.3595, -3.5452], [1.1375, 1.2249, -2.8686], [-0.2201, 0.3092, -3.5289], [1.9565, -2.0621, -1.7367], [2.8040, -0.5097, -1.6323], [3.3356, -1.5625, 0.2800], [1.7019, -2.2586, 0.4589], [2.5522, 0.7248, 0.8784], [2.0045, -0.4807, 2.1196], [-0.3575, -0.7643, 2.5918], [-1.5867, -0.3759, 1.3881], [-0.4450, -1.6455, 1.1101], [0.3926, 2.5391, 0.8196], [-0.6903, 1.8764, 2.1121], [1.0706, 1.8312, 2.2809], [-1.4698, -1.5070, -1.5027], [-0.1207, -2.6013, -1.3530], [-0.5773, -1.9478, -2.9145], [-0.6568, 2.0344, -1.1436]], "total_charge": 0, "homo_ev": -7.878, "lumo_ev": 0.4, "orbital_gap_ev": 8.324}


{"formula": "C10Cl5MoN2S2", "method": "ωB97M-V/def2-TZVPD", "symbols": ["Mo", "S", "C", "S", "C", "C", "N", "C", "N", "Cl", "C", "C", "C", "Cl", "C", "Cl", "C", "Cl", "C", "Cl"], "coordinates": [[-0.9653, -1.2403, 0.2622], [0.1957, -1.8816, -1.6630], [1.2069, -2.6313, -0.3700], [0.6191, -2.9519, 1.2036], [2.5783, -2.8361, -0.6458], [3.3367, -3.6514, 0.2532], [4.0346, -4.2266, 0.9652], [3.3663, -2.0376, -1.4910], [3.9774, -1.2518, -2.0881], [-3.3527, -0.7657, 0.5846], [-2.3636, 0.7582, 0.6401], [-0.9292, 0.6414, 0.5025], [-0.1558, 1.7260, 0.1393], [1.4300, 1.3640, -0.4158], [-0.7042, 3.0050, 0.3601], [0.3129, 4.4059, 0.5469], [-2.1216, 3.0903, 0.3861], [-2.8128, 4.6319, 0.6414], [-2.9856, 1.9188, 0.2938], [-4.6670, 1.9326, -0.1054]], "total_charge": 1, "homo_ev": [-12.307, -12.284], "multiplicity": 3, "lumo_ev": [-7.0, -6.3], "orbital_gap_ev": [5.352, 6.019]}


{"formula": "C10H10AlF4I2N3O4S", "method": "ωB97M-V/def2-TZVPD", "symbols": ["C", "C", "I", "C", "I", "O", "C", "O", "C", "C", "O", "C", "N", "N", "C", "N", "C", "S", "C", "O", "H", "H", "H", "H", "H", "H", "H", "H", "H", "H", "F", "Al", "F", "F", "F"], "coordinates": [[4.7130, -1.8760, 0.2229], [3.5039, -1.0823, -0.5667], [4.0254, -0.5046, -2.6147], [3.0889, 0.2009, 0.4036], [4.8819, 1.4041, 0.9684], [2.4197, -0.3951, 1.6060], [1.0630, 0.1740, 1.6214], [0.8544, 1.2017, 2.4867], [-0.2220, -0.3476, 0.7393], [-0.8779, -1.8734, 0.9140], [-0.3302, -2.8467, 1.8791], [-2.1917, -2.3049, 0.0281], [-2.8296, -3.6987, 0.2074], [-2.8212, -1.3415, -0.9555], [-2.3225, 0.0892, -1.2238], [-3.1261, 0.8950, -2.2214], [-2.3004, 1.4531, -3.1966], [-1.4681, 2.6235, -4.1455], [-1.0125, 0.6114, -0.3797], [-0.4873, 1.9748, -0.5601], [4.4915, -3.0293, 0.1390], [4.7454, -1.6345, 1.3837], [5.7451, -1.5574, -0.2284], [2.5479, -1.7930, -0.5599], [2.3513, 0.9447, -0.1385], [-0.9720, -2.8840, 2.6714], [-3.1449, -4.0301, -0.7325], [-2.0611, -4.3499, 0.5502], [-3.6695, -1.6925, -1.4821], [0.2530, 1.9452, -1.2543], [-3.6384, 3.0891, 1.1219], [-2.9695, 4.7448, 0.8876], [-4.2352, 5.9646, 1.2796], [-2.4517, 4.9462, -0.8255], [-1.5528, 4.9792, 1.9745]], "total_charge": 0, "homo_ev": -10.126, "lumo_ev": -3.4, "orbital_gap_ev": 6.695}


{"formula": "C10H10AsN2O4ReS5", "method": "ωB97M-V/def2-TZVPD", "symbols": ["Re", "N", "C", "O", "C", "C", "H", "H", "H", "H", "H", "H", "S", "As", "S", "S", "S", "O", "C", "N", "S", "O", "O", "C", "C", "C", "C", "C", "C", "H", "H", "H", "H"], "coordinates": [[1.1496, 0.3067, -1.1487], [1.7503, 3.8112, 0.9970], [1.4426, 2.9462, 0.0702], [1.8284, 1.7343, 0.1739], [0.6419, 3.2461, -1.1516], [1.0233, 2.1648, -2.1707], [2.2754, 3.5235, 1.8124], [1.4681, 4.7774, 0.9223], [0.8412, 4.2495, -1.5321], [-0.4185, 3.2100, -0.8844], [2.0341, 2.3449, -2.5358], [0.3410, 2.1537, -3.0111], [2.7131, -0.0679, -5.2226], [2.8292, -1.4568, -3.8123], [-0.2014, -0.5258, -2.5501], [3.1360, -0.4041, -1.7659], [2.7139, -3.4132, -3.5565], [-1.6335, -1.0440, -1.5041], [-1.4228, -0.8137, -0.2729], [-0.5128, 0.1186, 0.0855], [0.1974, -0.3845, 1.5503], [1.3846, -0.9676, 0.8846], [0.3745, 0.6059, 2.5440], [-1.0661, -1.5257, 1.9267], [-1.2709, -2.2108, 3.0998], [-2.3972, -3.0369, 3.1442], [-3.2531, -3.1625, 2.0564], [-3.0276, -2.4626, 0.8730], [-1.9255, -1.6293, 0.8257], [-0.5977, -2.1300, 3.9423], [-2.6050, -3.5922, 4.0490], [-4.1131, -3.8135, 2.1317], [-3.6994, -2.5516, 0.0300]], "total_charge": 2, "homo_ev": -15.472, "lumo_ev": -8.9, "orbital_gap_ev": 6.612}


| no. | total energy (eV) |
| --- | --- |
| 1 | -156384.458 |
| 2 | -99475.818 |
| 3 | -67688.875 |
| 4 | -138830.742 |